{"formula": "C9H18N3", "method": "the ωB97M-V functional and the def2-TZVPD basis", "elements": ["N", "N", "N", "C", "C", "C", "C", "C", "C", "C", "C", "C", "H", "H", "H", "H", "H", "H", "H", "H", "H", "H", "H", "H", "H", "H", "H", "H", "H", "H"], "coordinates": [[0.337601, -1.707904, 0.035953], [-3.579024, 0.493315, -0.142385], [-3.258224, -0.012969, 1.026503], [-2.463370, 0.503857, -0.924410], [-2.002636, -0.315428, 1.138912], [1.309543, 0.839058, 0.238976], [1.444341, 1.775441, -1.007438], [0.722128, 1.699726, 1.350381], [-0.001488, -0.303080, -0.400128], [2.638117, 0.182645, 0.464805], [-1.425212, 0.005991, -0.121586], [-0.303078, -2.777461, -0.744060], [2.347369, 2.328771, -0.927692], [-0.734923, -3.594380, -0.133105], [0.040731, -1.819517, 0.987429], [3.385496, 0.885607, 0.849839], [-4.481965, 0.842644, -0.348723], [1.388641, -1.701529, 0.013065], [3.010990, -0.139542, -0.466928], [0.202274, -0.358720, -1.447073], [-1.180602, -2.341505, -1.109695], [2.699614, -0.704268, 1.099678], [0.492936, 1.040703, 2.131205], [1.463592, 1.031410, -1.839563], [0.549879, 2.292542, -1.049867], [-2.444710, 1.053482, -1.865399], [1.349987, 2.471139, 1.766129], [-0.153306, 2.113679, 0.937591], [0.304799, -3.092478, -1.648081], [-1.659506, -0.691231, 2.135658]], "forces_ev_per_a": [[1.5, 0.5, 0.2], [3.4, -0.8, -0.2], [-3.3, -0.1, 2.8], [0.7, 0.6, 0.3], [-0.5, 0.5, -0.9], [-2.0, 0.6, -1.7], [0.5, -4.0, 0.3], [0.9, -1.3, -0.6], [2.0, 1.6, 0.7], [0.0, -0.4, 0.8], [0.8, -0.3, 0.0], [0.3, -1.3, -1.2], [0.5, 0.8, -0.2], [1.2, 0.2, -0.1], [0.1, 0.0, 0.8], [-0.3, 0.0, 0.0], [-0.8, 0.1, 0.0], [-1.2, -0.6, 0.2], [0.7, -0.4, -1.4], [0.1, 0.3, -0.8], [-1.4, 0.8, -0.9], [-0.3, 0.1, 0.5], [-0.7, -0.7, 1.6], [0.5, 1.2, 0.0], [-1.4, 1.6, -0.5], [0.1, -0.6, 0.1], [0.5, 0.2, -0.3], [-1.2, 0.7, 0.0], [-0.5, 0.2, 1.5], [-0.1, 0.3, -1.3]], "nbo_charge": [-0.518, -0.298, -0.219, -0.024, -0.095, 0.079, -0.608, -0.634, -0.037, -0.678, -0.233, -0.447, 0.231, 0.252, 0.430, 0.264, 0.433, 0.453, 0.216, 0.210, 0.236, 0.202, 0.201, 0.189, 0.211, 0.240, 0.240, 0.219, 0.248, 0.237], "homo_lumo_gap_ev": 10.088, "spin_multiplicity": 1, "energy_ev": -14086.745, "molar_mass_g_mol": 168.26, "relative_energy_ev": 1.751, "charge": 1}

=====

{"formula": "C9H18N4NiO", "method": "the ωB97M-V functional and the def2-TZVPD basis", "elements": ["Ni", "O", "N", "N", "N", "N", "C", "C", "C", "C", "C", "C", "C", "C", "C", "H", "H", "H", "H", "H", "H", "H", "H", "H", "H", "H", "H", "H", "H", "H", "H", "H", "H"], "coordinates": [[-7.805403, -7.498043, 2.904922], [-6.702192, -8.975924, 3.446720], [-6.655098, -9.700527, 2.316991], [-9.205670, -7.673937, 1.413098], [-6.880552, -6.015229, 3.807188], [-9.268445, -7.208118, 4.247807], [-7.737943, -10.475677, 2.139670], [-8.851126, -6.266696, 5.263724], [-10.472210, -7.680410, 2.195744], [-6.827873, -10.785525, -0.137666], [-7.720154, -5.337637, 4.847698], [-5.772390, -9.915602, 0.159721], [-7.782627, -11.095696, 0.872834], [-5.649182, -9.441491, 1.430397], [-10.481230, -6.768346, 3.377850], [-10.703034, -8.722261, 2.409623], [-9.586424, -8.062235, 4.722801], [-9.137601, -8.475608, 0.800293], [-8.516360, -6.823993, 6.135319], [-6.557288, -5.228555, 3.312508], [-11.457077, -6.990835, 3.897714], [-8.446210, -11.974176, 0.674204], [-11.281851, -7.334688, 1.525602], [-6.037225, -6.347260, 4.306325], [-6.993096, -11.073542, -1.167466], [-5.047622, -9.687298, -0.586887], [-8.484704, -10.445547, 2.923059], [-9.720830, -5.649316, 5.429583], [-10.398559, -5.682840, 3.169397], [-8.065635, -4.342050, 4.530819], [-7.015377, -5.127936, 5.715600], [-9.220411, -6.908197, 0.769157], [-4.936622, -8.624663, 1.768938]], "forces_ev_per_a": [[0.7, -1.0, -0.3], [0.1, 1.9, 1.3], [0.2, 0.3, 1.6], [-0.2, 0.2, 0.5], [0.7, 0.4, 1.8], [-1.7, -0.6, -1.0], [-0.7, -1.9, -3.5], [-0.2, 0.8, 0.5], [-1.0, 0.2, -2.3], [-0.7, -0.1, 0.0], [1.2, 0.0, 1.1], [0.0, 0.0, 0.8], [-0.7, -0.7, 1.0], [1.3, 2.0, -0.8], [0.6, -0.8, 1.7], [0.1, 0.1, 0.5], [0.4, 0.3, -0.3], [0.1, -0.6, 0.2], [-0.4, 0.0, 0.1], [0.8, 0.8, -1.5], [1.0, 0.6, -0.2], [0.1, 1.3, 0.3], [0.1, -0.3, 0.3], [-0.6, -0.2, -0.6], [0.1, -0.4, 0.2], [0.4, 0.3, -0.3], [0.3, -0.6, 0.0], [-0.2, 0.2, 1.1], [0.0, -0.7, -0.1], [0.0, -0.5, -0.3], [-1.2, -0.2, -0.8], [0.1, 0.8, -0.3], [-0.8, -1.5, -0.4]], "lowdin_spin": [1.653, 0.156, 0.283, 0.027, 0.043, 0.067, 0.154, 0.006, 0.004, 0.268, 0.006, 0.051, 0.035, 0.176, 0.004, 0.002, 0.002, 0.005, 0.000, 0.006, 0.002, -0.001, 0.000, 0.000, 0.015, -0.002, 0.016, 0.001, 0.000, 0.000, 0.001, 0.004, 0.016], "homo_lumo_gap_ev": [4.584, 7.791], "spin_multiplicity": 4, "energy_ev": -58666.561, "molar_mass_g_mol": 256.96, "s_squared": 3.778, "charge": 1}

=====

{"formula": "C9H18N4O2", "method": "the ωB97M-V functional and the def2-TZVPD basis", "elements": ["O", "O", "N", "N", "N", "N", "C", "C", "C", "C", "C", "C", "C", "C", "C", "H", "H", "H", "H", "H", "H", "H", "H", "H", "H", "H", "H", "H", "H", "H", "H", "H", "H"], "coordinates": [[-0.015222, 2.382488, -1.716477], [0.006325, 1.467984, 0.358834], [-0.402887, 1.415724, -1.036618], [2.436550, 1.836858, 0.321303], [-1.191152, -2.170420, 0.704724], [-1.489987, -0.688978, -0.969016], [0.831339, -0.970609, -0.094324], [-0.528768, -2.920943, 1.691876], [-1.223285, 0.456588, -1.624579], [-1.852411, 0.814889, -2.994834], [1.448423, 1.305432, 1.047750], [2.404936, 3.226604, 0.171433], [-2.599888, -2.226603, 0.802564], [1.504413, -0.249277, 1.096071], [-0.635785, -1.236379, -0.138504], [1.060302, -0.583208, 2.066267], [-2.940101, -1.694316, 1.616430], [1.272721, 1.945372, 1.996678], [-2.791292, 0.304736, -3.079160], [2.512923, -0.545663, 0.967057], [-1.268720, -3.789294, 1.766865], [-1.205652, 0.436441, -3.908155], [-3.028660, -3.214074, 0.959400], [2.909203, 1.254690, -0.316046], [1.489740, 3.645169, -0.294114], [1.073066, -0.378053, -1.003216], [2.465050, 3.684919, 1.174064], [1.389442, -1.896394, -0.224732], [0.519646, -3.080718, 1.532590], [3.381671, 3.533197, -0.410076], [-0.626174, -2.364042, 2.651704], [-3.139395, -1.696542, -0.069596], [-1.766371, 1.994421, -3.046164]], "forces_ev_per_a": [[0.3, 1.2, -0.3], [-2.2, 0.1, 0.2], [-0.2, -1.5, -1.3], [0.4, -0.3, 0.7], [0.8, 1.2, -2.2], [0.5, -0.2, 0.4], [0.7, 0.7, -0.9], [-1.8, -0.4, 1.8], [2.1, 1.9, 1.2], [3.2, 1.4, -0.1], [-2.0, -1.6, -0.6], [2.1, 2.7, -1.1], [-2.2, 0.3, -2.7], [-1.4, 0.7, 1.1], [-1.7, 0.0, 0.0], [0.7, 0.0, -0.7], [-0.6, 1.4, 2.3], [-0.2, -1.4, -1.5], [-0.7, 0.2, 0.1], [1.2, -0.3, 0.7], [2.1, 0.2, 0.4], [-1.0, 0.7, 1.9], [0.4, -0.4, -0.4], [0.4, -0.4, -0.9], [0.6, -0.5, -0.2], [-0.2, -0.4, 0.4], [0.2, 0.0, -0.3], [-0.2, -0.4, 0.1], [0.3, -0.6, -0.4], [-2.1, -0.3, 1.0], [0.2, -0.5, -0.1], [1.2, -1.3, 1.2], [-0.8, -2.5, -0.1]], "nbo_charge": [-0.560, -0.516, 0.290, -0.626, -0.409, -0.568, -0.487, -0.402, 0.314, -0.661, 0.278, -0.412, -0.431, -0.410, 0.521, 0.220, 0.187, 0.211, 0.227, 0.209, 0.213, 0.222, 0.194, 0.386, 0.231, 0.243, 0.182, 0.226, 0.214, 0.201, 0.179, 0.266, 0.267], "homo_lumo_gap_ev": [7.205, 7.201], "spin_multiplicity": 1, "energy_ev": -19674.111, "molar_mass_g_mol": 214.27, "relative_energy_ev": 0.000}

=====

{"formula": "C9H18NOS", "method": "the ωB97M-V functional and the def2-TZVPD basis", "elements": ["S", "O", "N", "C", "C", "C", "C", "C", "C", "C", "C", "C", "H", "H", "H", "H", "H", "H", "H", "H", "H", "H", "H", "H", "H", "H", "H", "H", "H", "H"], "coordinates": [[-0.537964, -2.022211, -0.188321], [0.922222, 1.506310, 0.926934], [2.007601, -1.383000, 0.385079], [2.329803, -0.153966, -0.202602], [2.446368, 2.257160, -0.773522], [2.750172, -2.537502, 0.032025], [1.835284, 1.103626, 0.003068], [-3.377599, 0.823535, 0.972728], [-2.070105, 0.050152, 0.841634], [-2.428556, -0.661671, -1.560449], [0.769496, -1.303085, 1.074660], [-1.676703, -0.780356, -0.306102], [0.330704, -0.353545, 1.284508], [3.222009, 2.884316, -0.262995], [2.210355, -3.223872, -0.801761], [-1.771698, -0.385798, 1.817306], [-3.351874, 0.011455, -1.538057], [-1.812556, -0.235004, -2.256063], [0.460338, 2.303792, 0.589230], [3.186587, -3.049201, 0.815453], [3.147154, -0.353772, -0.984053], [-3.346640, 1.144790, 1.910934], [3.600573, -2.257102, -0.448313], [0.768114, -1.982287, 1.915308], [-3.541894, 1.565296, 0.191458], [-1.193697, 0.731782, 0.940103], [-2.693428, -1.612083, -2.084302], [1.588153, 2.813343, -1.024143], [3.068496, 1.782813, -1.519852], [-4.131682, 0.073308, 0.753148]], "forces_ev_per_a": [[-0.5, 1.1, -0.3], [-1.1, 0.2, 0.3], [-2.0, 3.0, 1.2], [1.1, 0.3, -1.4], [1.6, -1.5, 1.3], [-3.2, -1.8, -2.5], [2.4, -0.5, -0.8], [0.4, -2.6, -4.9], [2.4, 0.9, 1.0], [-3.1, -0.5, 0.2], [0.8, -3.1, -0.4], [-0.7, -1.6, 0.8], [0.7, 0.5, 0.2], [-1.1, -0.4, 0.4], [0.9, 1.2, 2.2], [-0.8, -0.7, -0.5], [1.3, -1.1, 0.4], [1.9, 1.4, -1.9], [0.6, -0.5, 0.4], [-0.1, -1.6, 2.1], [-1.4, 1.1, 1.2], [-0.7, 1.8, 3.8], [2.3, 1.4, -1.7], [-0.3, -0.1, 0.2], [0.4, 0.4, 0.4], [-0.2, 0.6, -0.6], [0.2, 0.4, 0.8], [-0.5, 1.3, -1.4], [-0.6, 0.4, -1.1], [-0.6, 0.1, 0.7]], "nbo_charge": [0.415, -0.704, -0.418, -0.099, -0.648, -0.406, 0.256, -0.583, -0.542, -0.727, -0.231, 0.119, 0.257, 0.240, 0.197, 0.264, 0.253, 0.275, 0.494, 0.225, 0.221, 0.230, 0.226, 0.231, 0.223, 0.289, 0.286, 0.199, 0.236, 0.221], "homo_lumo_gap_ev": [6.271, 6.270], "spin_multiplicity": 1, "energy_ev": -23987.543, "molar_mass_g_mol": 188.32, "relative_energy_ev": 3.433, "charge": 1}